The following is a quantum chemistry calculation of a structure of composition C4H2OSn at a distorted geometry, from the Open Molecules 2025 dataset.

As for the charge: +1. Its expectation value of S² is 0.76. The LUMO energy (alpha / beta) is -7.4042 / -7.3996 eV. Its spin multiplicity is 2. The value obtained for the orbital gap (alpha / beta) is 5.265 / 7.709 eV.

Last column: natural (NBO) charge in e.
Element x y z (Å)
C -0.64301 -1.75169 0.35866  -0.053
C -0.18365 -0.64468 0.63590  -0.240
H 0.07324 -2.13562 1.32633  0.305
O -1.47871 1.94460 0.03014  -0.384
C -0.61340 1.46551 -0.63623  0.495
C 0.22012 0.28481 -0.45178  -1.034
H 0.55844 -0.13440 -1.41130  0.292
Sn 2.06696 0.97148 0.14829  1.618


The following is a quantum chemistry calculation of a cluster of 11 separate species, C4H30N2O11 in total at a distorted geometry, from the Open Molecules 2025 dataset.

As for the charge: 0. The LUMO energy is 0.0079 eV. As for the SMILES: NCC[C@@H](N)C=O.O.O.O.O.O.O.O.O.O.O. The value obtained for the orbital gap is 8.692 eV.

Last column: natural (NBO) charge in e.
Element x y z (Å)
N 2.49854 -0.06427 -2.36959  -0.890
C 1.72236 1.04595 -3.06055  -0.217
C 0.24489 0.98447 -2.71091  -0.435
C 0.07967 1.07227 -1.21163  -0.216
N 0.01444 2.45964 -0.75463  -0.889
C -1.31028 0.64986 -0.83005  0.458
O -1.72418 -0.02827 0.12290  -0.589
H 3.24015 0.32077 -1.86079  0.383
H 2.01330 -0.90942 -2.31434  0.384
H 1.84288 0.90419 -4.29547  0.166
H 2.24249 1.94552 -2.97476  0.201
H -0.28994 -0.02614 -3.13377  0.224
H -0.32258 1.88555 -3.20751  0.242
H 0.91115 0.45311 -0.76763  0.240
H 0.94374 2.82486 -0.60768  0.400
H -0.64550 2.70146 -0.01524  0.384
H -2.11035 0.92160 -1.60003  0.158
O 0.94413 1.17270 4.22221  -0.960
H 0.57332 0.50426 4.77478  0.470
H 0.27206 1.49457 3.71566  0.484
O 2.47025 2.09426 1.51782  -0.932
H 2.72588 2.08168 2.46152  0.484
H 1.90048 1.27244 1.53605  0.450
O 0.99203 -4.44182 -0.04591  -0.952
H 1.58333 -3.72611 -0.10613  0.465
H 0.13635 -4.03486 0.24078  0.481
O 0.35067 -2.04227 0.28969  -0.994
H 1.09313 -1.62321 0.18027  0.480
H -0.20581 -2.00264 1.12462  0.500
O -2.40902 3.12364 -2.42177  -0.939
H -1.60014 3.04995 -1.93303  0.472
H -2.73613 3.77976 -1.71081  0.455
O 2.51103 -0.58710 0.30663  -0.943
H 3.42243 -0.74692 0.23164  0.488
H 2.34454 -0.32190 1.24635  0.478
O -0.30379 -1.77822 3.48499  -0.955
H -0.17064 -2.71107 3.22844  0.485
H -0.99788 -1.74341 4.08593  0.475
O -1.22792 2.04409 2.65971  -0.985
H -1.33224 1.33436 1.85650  0.499
H -2.18502 2.36266 2.67653  0.485
O -2.99728 -2.95619 1.85514  -0.967
H -2.49990 -2.00430 1.74066  0.493
H -3.02277 -3.38301 1.00024  0.475
O -2.82084 -2.05010 -2.13943  -0.953
H -2.41592 -2.91684 -2.71995  0.480
H -3.74513 -2.38554 -1.76744  0.477


The following is a quantum chemistry calculation of a cluster of 10 separate species, C4H30N2O9 in total at a distorted geometry, from the Open Molecules 2025 dataset.

As for the charge: 0. The LUMO energy is -0.0239 eV. As for the SMILES: CNCCNC.O.O.O.O.O.O.O.O.O. The value obtained for the orbital gap is 8.702 eV.

Last column: natural (NBO) charge in e.
Element x y z (Å)
C 1.40291 0.52740 2.18343  -0.415
N 0.93646 0.01599 0.87099  -0.695
C 0.74921 1.15706 -0.07717  -0.270
C 0.87837 0.67174 -1.49453  -0.230
N -0.49134 0.27316 -1.99407  -0.711
C -0.87879 0.85438 -3.37222  -0.409
H 0.76559 1.18778 2.79591  0.189
H 2.32352 1.05208 2.10024  0.178
H 1.73056 -0.30235 2.83915  0.169
H 0.11563 -0.59679 1.06389  0.400
H -0.32720 1.53643 0.12366  0.227
H 1.38537 2.03441 0.10415  0.201
H 1.28607 1.31676 -2.27499  0.203
H 1.53211 -0.18340 -1.58881  0.177
H -0.59707 -0.73733 -2.17425  0.397
H -0.86354 0.05473 -4.13995  0.194
H -1.73322 1.32888 -3.22995  0.182
H -0.08814 1.57607 -3.89127  0.191
O 0.06714 -2.79701 -2.23594  -0.991
H -0.19672 -3.69948 -2.44871  0.474
H 0.84589 -2.95898 -1.66980  0.494
O -1.30889 -0.58613 3.05672  -0.950
H -2.22951 -0.84312 2.93527  0.486
H -0.93453 -0.97836 3.79516  0.472
O 1.57996 -3.41988 1.74927  -0.952
H 0.90750 -3.10601 2.42791  0.500
H 2.40327 -2.88509 1.92608  0.477
O -1.94009 1.92161 1.69281  -1.009
H -2.22069 1.26889 0.99829  0.495
H -2.11822 1.53176 2.57144  0.480
O -2.55233 0.36188 -0.35216  -0.973
H -2.25283 0.48479 -1.28207  0.503
H -1.92547 -0.35889 -0.28334  0.491
O -1.77312 3.50557 -0.83767  -0.944
H -2.06498 3.60827 0.05084  0.477
H -2.09061 2.49978 -0.73476  0.465
O 1.93913 4.03148 0.21639  -0.929
H 2.22321 3.38682 1.01360  0.474
H 1.16748 3.79538 -0.13433  0.469
O -0.60084 -2.51699 0.61659  -0.982
H -0.83441 -2.89555 -0.18826  0.480
H 0.38001 -2.49081 0.63365  0.488
O 2.38070 -3.09899 -0.84018  -0.946
H 2.67877 -2.33472 -1.47092  0.489
H 2.37280 -2.79170 0.03019  0.483


The following is a quantum chemistry calculation of a cluster of 11 separate species, C4H31N2O12 in total at a distorted geometry, from the Open Molecules 2025 dataset.

As for the charge: +1. The LUMO energy is -2.5012 eV. The value obtained for the orbital gap is 9.483 eV.

Last column: natural (NBO) charge in e.
Element x y z (Å)
O 1.71813 0.06308 0.44633  -0.575
C 0.84111 -0.67940 0.70658  0.802
O 0.32682 -0.92339 1.94544  -0.726
C -0.07418 -1.26422 -0.36650  -0.117
C -0.27209 -0.08809 -1.62641  -0.468
C -1.43102 0.79069 -1.71989  -0.225
N -1.37344 1.85717 -0.52749  -0.762
N 0.34997 -2.48997 -0.92868  -0.864
H 1.02545 -0.61401 2.68055  0.514
H -1.06636 -1.39762 0.06028  0.190
H -0.25810 -0.78712 -2.58289  0.263
H 0.70937 0.38444 -1.42519  0.238
H -1.51853 1.41633 -2.67724  0.246
H -2.34684 0.26372 -1.38275  0.231
H -2.24048 2.39682 -0.34277  0.462
H -1.02857 1.33997 0.38122  0.460
H -0.60305 2.47218 -0.74775  0.432
H 0.97505 -3.03918 -0.35178  0.423
H 0.77503 -2.31225 -1.75416  0.391
H -0.69397 0.44882 2.18281  0.494
H -2.21674 0.26218 1.66833  0.509
O -1.53218 0.87356 1.96453  -0.977
H -3.43223 -1.75721 0.77120  0.496
H -4.35819 -0.78588 1.29332  0.485
O -3.44674 -0.92847 1.20397  -0.954
H -1.03966 -3.60102 -1.00843  0.488
H -2.01579 -4.69683 -0.98827  0.461
O -2.00946 -3.74861 -1.22135  -0.994
H 4.05921 2.93311 0.16449  0.504
H 3.27556 4.27339 0.72932  0.495
O 3.35655 3.63612 -0.05722  -0.981
H -0.00834 -2.81837 -3.75910  0.476
H 1.37683 -3.32821 -4.12404  0.492
O 0.87636 -2.60724 -3.68558  -0.953
H 1.61589 3.61241 -0.77015  0.499
H 1.42538 2.64687 -1.82608  0.471
O 1.03654 3.50129 -1.56213  -0.963
H 3.86093 -1.26087 -0.47921  0.486
H 3.57461 -1.93907 0.96676  0.475
O 3.26889 -1.92181 0.05326  -0.955
H 0.29905 2.96765 2.74167  0.474
H 0.08034 2.80413 4.25878  0.475
O 0.50538 2.59498 3.53718  -0.947
H 1.16577 -4.49976 1.67249  0.487
H 0.97288 -3.14167 2.24066  0.482
O 1.10366 -3.58384 1.39406  -0.951
H -1.19798 4.18164 0.56078  0.467
H -2.36059 4.65082 1.29919  0.484
O -2.05022 3.84274 0.99187  -0.938


The following is a quantum chemistry calculation of a cluster of 11 separate species, C4H31NO10S in total at a distorted geometry, from the Open Molecules 2025 dataset.

As for the charge: 0. The LUMO energy is -0.0114 eV. As for the SMILES: NCCCCS.O.O.O.O.O.O.O.O.O.O. The value obtained for the orbital gap is 8.847 eV.

Last column: natural (NBO) charge in e.
Element x y z (Å)
N -0.45186 -1.06838 -1.62283  -0.851
C 0.17135 -0.54484 -2.80827  -0.229
C 1.07849 0.68654 -2.52371  -0.393
C 0.59756 1.90611 -3.32701  -0.419
C -0.81043 2.38006 -3.10723  -0.500
S -0.98798 3.49465 -1.61857  -0.126
H 0.02707 -0.81658 -0.77557  0.347
H -0.57922 -2.06244 -1.61518  0.388
H 0.91412 -1.24478 -3.24978  0.158
H -0.43251 -0.39347 -3.70632  0.194
H 0.97813 0.90425 -1.45767  0.170
H 2.11566 0.53597 -2.80441  0.217
H 0.60525 1.53674 -4.37086  0.201
H 1.35657 2.67878 -3.43367  0.217
H -1.51868 1.55495 -2.94018  0.263
H -1.14083 3.19206 -3.75127  0.232
H -0.13062 3.12304 -0.65978  0.112
O 0.09124 -3.29441 0.34568  -0.982
H 0.13164 -3.14233 1.31634  0.500
H 0.25025 -4.24374 0.44487  0.475
O -3.15275 0.63921 -2.44660  -0.946
H -3.66909 1.37465 -2.10268  0.474
H -2.53302 0.41595 -1.73620  0.490
O -1.19563 0.90870 0.85085  -0.932
H -0.49254 0.33872 1.17497  0.446
H -0.66819 1.34732 0.16499  0.480
O 1.28128 2.37196 1.36642  -0.977
H 1.86705 2.29436 0.60468  0.465
H 1.43212 1.52378 1.83357  0.493
O -0.31298 -1.57794 3.62912  -1.014
H -0.64005 -2.24733 4.23877  0.483
H -1.12506 -1.07399 3.40265  0.509
O 1.70024 -0.16828 2.23775  -0.949
H 1.81954 -0.42041 3.15592  0.498
H 1.01400 -0.68950 1.82338  0.482
O 2.99943 -3.00637 -0.45068  -0.978
H 2.08521 -2.72686 -0.56472  0.496
H 3.49233 -2.97435 -1.26855  0.479
O -1.20177 3.01248 3.10962  -0.968
H -1.15719 2.58507 2.25012  0.493
H -0.37424 2.92558 3.58270  0.470
O -2.84518 -0.58615 3.53997  -0.939
H -3.06153 0.13281 2.92821  0.496
H -3.25752 -1.31552 3.05527  0.475
O 1.70295 -3.02235 2.45041  -0.987
H 2.49967 -3.03278 1.91040  0.504
H 1.52771 -2.21092 2.92508  0.485


- charge of number 4 (C4H31N2O12)?
  +1


- What is the formula in the second record?
  C4H30N2O11